Below is a structure of composition C21H43CrN2P3S, with properties calculated with ωB97M-V with the def2-TZVPD basis set.

Values from the calculation:
**LUMO energy (spin up / spin down)**: -11.94 / -9.89 eV
**HOMO-LUMO gap (spin up / spin down)**: 3.67 / 5.73 eV
**HOMO level (spin up / spin down)**: -15.61 / -15.62 eV

ORCA input file:
```
! wB97M-V def2-TZVPD RIJCOSX def2/J DEFGRID3
* xyz 3 4
Cr -0.12383 0.19722 0.38878
P 1.96893 1.04651 1.68179
P -1.92956 1.66388 0.82411
P 0.61955 1.49949 -1.57416
H 0.14771 -2.97218 0.21442
C 1.22514 -2.91165 -0.08059
C 2.18548 -2.47866 0.75022
H 2.08685 -2.31478 1.86604
C 2.41582 0.14427 3.20980
C 1.86806 2.77971 2.29674
C 3.58716 1.00558 0.82294
C -3.54120 1.07675 0.30520
C -2.16134 2.12869 2.56217
C -1.78394 3.31764 0.09878
C 2.11243 0.80148 -2.34524
C 1.28098 3.20760 -1.30581
C -0.54614 1.89879 -2.96671
H 1.37310 -3.07108 -1.16795
H 3.18394 -2.10079 0.43132
H 2.28295 -0.93090 3.09281
H 1.84402 0.47107 4.07991
H 3.47174 0.34247 3.40530
H 0.93958 2.95613 2.85772
H 1.89545 3.46097 1.43869
H 2.72573 2.99856 2.95103
H 3.61681 0.13434 0.13786
H 4.36051 0.89435 1.60720
H 3.72309 1.95823 0.27062
H -4.24667 1.89558 0.50642
H -3.83933 0.18042 0.85300
H -3.50310 0.87596 -0.76903
H -2.87439 2.95602 2.55356
H -1.24005 2.48351 3.03749
H -2.59135 1.32564 3.16304
H -2.64822 3.90390 0.43827
H -1.79405 3.23071 -0.99302
H -0.85706 3.78706 0.45145
H 2.03649 0.98358 -3.42566
H 2.18696 -0.27923 -2.16521
H 3.02340 1.26309 -1.93470
H 1.52752 3.67112 -2.28197
H 2.18975 3.21589 -0.69151
H 0.54976 3.85324 -0.81268
H -0.12582 1.43055 -3.87780
H -0.63271 3.01086 -3.10259
H -1.56702 1.48693 -2.76595
C -0.88829 -2.75253 -4.11558
C -1.98559 -2.72813 -5.00614
C -1.93521 -3.44528 -6.21212
C -0.86006 -4.28182 -6.54684
C 0.04152 -4.56617 -5.51217
C -0.00671 -3.84984 -4.30586
S -0.51513 -1.44225 -2.95565
H -0.95933 -1.58625 -1.64860
H -2.83032 -2.05899 -4.77321
H -2.73522 -3.30281 -6.93730
H -0.69953 -4.67816 -7.56414
H 0.81426 -5.31884 -5.68053
H 0.67033 -4.10505 -3.47671
C -0.90992 -0.46058 5.84139
N -0.97520 -0.91479 4.44249
C -1.54426 -2.07371 3.92201
C -1.39469 -2.01946 2.56233
N -0.77060 -0.82695 2.24245
C -0.55165 -0.20950 3.38806
H -1.83574 -0.78193 6.34402
H -0.01521 -0.88760 6.33201
H -0.84150 0.64738 5.81778
H -1.95943 -2.83867 4.55107
H -1.60610 -2.76130 1.81213
H -0.12956 0.76474 3.44303
*
```